{"formula": "C6H9BCl16NO2", "method": "ωB97M-V with the def2-TZVPD basis set", "total_energy_ev": -212983.981, "e_homo_ev": -12.82, "gap_ha": 0.3536, "e_lumo_ev": -3.2, "charge": 1, "species": ["C", "C", "O", "B", "N", "O", "H", "H", "H", "H", "H", "H", "H", "H", "H", "C", "Cl", "Cl", "Cl", "Cl", "C", "Cl", "Cl", "Cl", "Cl", "C", "Cl", "Cl", "Cl", "Cl", "C", "Cl", "Cl", "Cl", "Cl"], "positions_angstrom": [[1.916, 0.109, 1.949], [1.044, 0.961, 2.832], [-0.287, 0.383, 2.864], [-1.168, 0.758, 1.965], [-2.440, -0.159, 1.948], [-1.180, 1.850, 1.183], [1.782, -0.925, 2.247], [2.956, 0.351, 2.128], [1.680, 0.232, 0.900], [1.422, 0.945, 3.845], [1.016, 1.997, 2.518], [-2.717, -0.440, 1.011], [-2.302, -0.979, 2.536], [-3.218, 0.356, 2.368], [-1.023, 1.745, 0.233], [1.322, 2.053, -2.375], [1.923, 2.824, -3.823], [-0.452, 1.899, -2.491], [2.022, 0.440, -2.218], [1.727, 3.020, -0.953], [1.536, -4.179, 0.792], [0.921, -5.533, -0.144], [1.869, -2.814, -0.283], [0.317, -3.685, 1.988], [3.011, -4.641, 1.628], [3.598, 2.369, -7.648], [2.640, 2.138, -9.107], [3.024, 3.815, -6.798], [3.427, 0.956, -6.601], [5.293, 2.582, -8.074], [-5.942, -1.695, 3.122], [-7.673, -1.778, 2.890], [-5.448, -2.712, 4.465], [-5.118, -2.234, 1.641], [-5.478, -0.006, 3.462]], "atomic_forces_ev_per_a": [[-0.080, -0.051, 0.408], [0.572, -0.018, 0.210], [0.089, -0.022, 0.086], [-0.203, 0.043, -0.007], [0.333, 0.315, 0.425], [0.166, -0.150, -0.508], [0.001, -0.265, -0.124], [0.233, 0.170, -0.151], [-0.001, -0.013, -0.274], [-0.164, -0.103, 0.295], [-0.287, 0.162, -0.173], [-0.166, -0.108, -0.044], [0.007, -0.227, -0.111], [-0.288, -0.072, -0.160], [-0.106, 0.318, -0.013], [-0.022, 0.015, -0.066], [0.003, 0.002, 0.013], [-0.055, -0.012, 0.143], [0.031, -0.056, 0.040], [-0.031, -0.020, 0.065], [0.058, -0.054, -0.043], [-0.017, 0.004, 0.002], [-0.020, 0.050, -0.062], [-0.071, 0.032, 0.071], [0.003, 0.006, 0.019], [0.021, 0.008, -0.052], [-0.022, -0.005, -0.023], [0.002, 0.023, -0.006], [-0.012, -0.017, 0.037], [0.032, 0.006, -0.004], [-0.081, -0.085, 0.050], [0.002, 0.014, -0.011], [0.037, 0.014, 0.004], [0.041, 0.001, -0.057], [-0.003, 0.095, 0.019]]}


{"formula": "C26H16ClF9NO5PSV", "method": "ωB97M-V with the def2-TZVPD basis set", "total_energy_ev": -121717.760, "e_homo_ev": [-15.50, -15.51], "gap_ha": [0.2448, 0.2674], "spin_multiplicity": 2, "e_lumo_ev": [-8.8, -8.2], "charge": 2, "de_lowest_kcal_mol": 16.7, "species": ["V", "O", "N", "C", "C", "C", "C", "C", "S", "H", "H", "H", "H", "O", "Cl", "O", "O", "O", "F", "C", "F", "F", "C", "C", "C", "C", "C", "C", "P", "C", "C", "C", "C", "C", "C", "C", "F", "F", "F", "C", "C", "C", "C", "C", "C", "C", "F", "F", "F", "H", "H", "H", "H", "H", "H", "H", "H", "H", "H", "H", "H"], "positions_angstrom": [[-0.244, -0.485, -0.078], [-1.733, -0.383, 0.680], [-2.281, 0.426, 1.628], [-3.450, 0.095, 2.225], [-3.906, 0.940, 3.187], [-3.162, 2.090, 3.506], [-1.976, 2.374, 2.867], [-1.504, 1.497, 1.896], [-0.011, 1.568, 1.027], [-3.935, -0.810, 1.891], [-4.836, 0.710, 3.687], [-3.521, 2.756, 4.281], [-1.393, 3.252, 3.105], [1.652, -0.168, -0.409], [1.722, -1.687, -0.281], [1.139, -1.900, 1.045], [2.970, -2.239, -0.544], [0.617, -2.067, -1.213], [-4.582, -3.958, -5.396], [-3.646, -3.238, -6.014], [-2.766, -4.088, -6.550], [-4.226, -2.559, -7.003], [-2.947, -2.307, -5.046], [-2.676, -2.750, -3.760], [-2.018, -1.910, -2.878], [-1.629, -0.636, -3.286], [-1.910, -0.196, -4.580], [-2.567, -1.038, -5.460], [-0.850, 0.529, -2.165], [-2.103, 1.781, -1.806], [-3.326, 1.292, -1.347], [-4.312, 2.169, -0.922], [-4.070, 3.534, -0.960], [-2.885, 4.027, -1.483], [-1.898, 3.154, -1.909], [-5.075, 4.515, -0.404], [-6.128, 3.898, 0.130], [-5.509, 5.351, -1.343], [-4.505, 5.247, 0.563], [0.648, 1.156, -2.922], [1.275, 2.317, -2.467], [2.479, 2.716, -3.026], [3.070, 1.939, -4.007], [2.480, 0.754, -4.427], [1.270, 0.357, -3.886], [4.395, 2.341, -4.615], [5.364, 1.525, -4.193], [4.350, 2.261, -5.943], [4.726, 3.586, -4.282], [-2.978, -3.743, -3.454], [-1.807, -2.272, -1.879], [-1.617, 0.797, -4.905], [-2.790, -0.708, -6.466], [-3.523, 0.225, -1.333], [-5.267, 1.797, -0.575], [-2.730, 5.097, -1.558], [-0.992, 3.556, -2.333], [0.854, 2.905, -1.667], [2.959, 3.627, -2.696], [2.964, 0.147, -5.182], [0.812, -0.563, -4.226]], "atomic_forces_ev_per_a": [[-0.054, 0.468, -0.555], [-2.820, -0.037, 1.873], [0.470, -0.277, -0.493], [0.074, 0.005, -0.236], [-0.108, 0.180, 0.152], [-0.071, -0.012, 0.063], [0.012, 0.147, 0.041], [0.013, -0.065, -0.108], [-0.031, -0.165, 0.077], [0.049, -0.037, -0.022], [0.034, 0.031, 0.022], [-0.012, 0.007, -0.041], [-0.005, -0.003, 0.044], [1.265, -0.437, -0.158], [1.513, -0.801, 0.067], [0.206, 0.177, -0.654], [-0.699, 0.292, 0.115], [0.372, 0.296, 0.286], [-0.132, -0.072, 0.134], [0.048, 0.036, -0.016], [0.125, -0.075, -0.073], [-0.038, 0.055, -0.084], [-0.025, 0.048, 0.014], [-0.010, -0.011, 0.006], [0.042, 0.004, -0.023], [-0.017, -0.104, 0.068], [-0.035, 0.011, -0.063], [0.018, 0.057, -0.019], [-0.164, 0.190, -0.519], [-0.009, 0.045, 0.003], [-0.069, 0.062, 0.035], [-0.006, -0.076, -0.024], [0.037, -0.030, 0.064], [0.036, 0.056, -0.046], [-0.052, -0.001, -0.015], [-0.030, 0.022, -0.174], [-0.179, -0.164, 0.064], [-0.017, 0.061, -0.101], [0.147, 0.128, 0.186], [0.033, -0.052, 0.035], [0.105, -0.015, 0.002], [-0.075, 0.028, 0.100], [-0.007, -0.066, -0.025], [-0.019, -0.045, -0.030], [0.014, 0.069, -0.071], [-0.045, 0.001, 0.021], [0.150, -0.165, 0.140], [-0.075, -0.015, -0.269], [0.046, 0.210, 0.078], [-0.003, 0.028, 0.007], [0.000, -0.007, 0.037], [-0.020, -0.035, 0.008], [0.001, -0.001, 0.025], [0.001, 0.002, -0.006], [0.025, 0.003, 0.013], [0.002, -0.025, 0.015], [0.065, 0.015, -0.018], [-0.051, 0.052, 0.040], [-0.012, -0.011, 0.009], [-0.018, 0.011, 0.003], [0.001, 0.006, -0.006]]}


{"formula": "C30H60O24S6", "method": "ωB97M-V with the def2-TZVPD basis set", "total_energy_ev": -146229.637, "e_homo_ev": -9.01, "gap_ha": 0.3426, "e_lumo_ev": 0.3, "charge": 0, "de_lowest_kcal_mol": 0.0, "species": ["C", "S", "O", "C", "H", "H", "H", "H", "H", "H", "C", "S", "O", "C", "H", "H", "H", "H", "H", "H", "C", "S", "O", "C", "H", "H", "H", "H", "H", "H", "C", "S", "O", "C", "H", "H", "H", "H", "H", "H", "C", "S", "O", "C", "H", "H", "H", "H", "H", "H", "C", "S", "O", "C", "H", "H", "H", "H", "H", "H", "C", "C", "O", "C", "O", "O", "H", "H", "H", "H", "C", "C", "O", "C", "O", "O", "H", "H", "H", "H", "C", "C", "O", "C", "O", "O", "H", "H", "H", "H", "C", "C", "O", "C", "O", "O", "H", "H", "H", "H", "C", "C", "O", "C", "O", "O", "H", "H", "H", "H", "C", "C", "O", "C", "O", "O", "H", "H", "H", "H"], "positions_angstrom": [[-6.734, 0.257, -0.479], [-6.098, 1.986, -0.625], [-6.038, 2.420, 0.841], [-4.475, 1.413, -1.039], [-6.623, -0.191, -1.505], [-7.753, 0.338, -0.121], [-6.057, -0.183, 0.256], [-4.486, 1.139, -2.078], [-4.235, 0.676, -0.274], [-3.744, 2.267, -0.950], [-0.598, -4.730, 0.501], [0.860, -3.651, 0.643], [0.849, -3.297, 2.117], [2.113, -4.971, 0.328], [-1.480, -4.119, 0.366], [-0.789, -5.345, 1.369], [-0.546, -5.420, -0.410], [1.777, -5.433, -0.624], [2.162, -5.704, 1.116], [3.060, -4.463, 0.180], [-0.258, 2.172, -4.445], [-0.918, 0.496, -4.245], [-2.424, 0.668, -4.301], [-0.432, -0.178, -5.876], [-0.593, 2.696, -3.518], [-0.750, 2.629, -5.267], [0.849, 2.249, -4.488], [-0.951, -1.099, -5.990], [0.630, -0.191, -6.188], [-0.897, 0.555, -6.541], [-5.193, 2.316, 4.666], [-3.431, 2.695, 4.200], [-2.647, 1.500, 4.678], [-3.507, 2.599, 2.423], [-5.820, 3.188, 4.400], [-5.124, 2.212, 5.730], [-5.504, 1.424, 4.120], [-2.483, 2.576, 2.046], [-4.084, 3.454, 2.118], [-4.018, 1.689, 2.228], [-1.093, 0.013, -0.633], [0.641, 0.445, -0.859], [0.572, 1.889, -1.140], [1.002, 0.288, 0.971], [-1.346, -0.804, 0.047], [-1.509, -0.227, -1.553], [-1.498, 0.978, -0.229], [2.055, 0.138, 1.168], [0.489, -0.574, 1.416], [0.724, 1.212, 1.492], [4.360, 0.275, -2.096], [4.089, 0.630, -3.840], [2.912, -0.177, -4.306], [3.525, 2.381, -3.681], [3.372, 0.464, -1.712], [4.984, 0.956, -1.557], [4.580, -0.776, -1.893], [4.249, 2.983, -3.146], [2.570, 2.369, -3.168], [3.341, 2.763, -4.689], [-3.345, -2.806, -2.167], [-4.181, -2.192, -3.281], [-3.559, -2.838, -4.424], [-2.198, -2.960, -4.114], [-1.316, -3.199, -4.888], [-2.044, -2.737, -2.802], [-3.617, -3.863, -1.865], [-3.135, -2.155, -1.327], [-3.997, -1.162, -3.539], [-5.183, -2.482, -3.300], [1.851, 4.162, 0.388], [2.997, 3.494, -0.299], [4.060, 4.458, -0.269], [3.756, 5.339, 0.735], [4.493, 6.099, 1.235], [2.466, 5.170, 1.199], [1.285, 3.495, 1.002], [1.122, 4.590, -0.304], [2.810, 3.300, -1.396], [3.355, 2.678, 0.239], [2.460, -1.836, 4.042], [2.658, -0.353, 4.446], [3.931, -0.066, 3.752], [4.343, -1.091, 2.993], [5.296, -1.007, 2.284], [3.610, -2.141, 3.242], [1.602, -2.042, 3.332], [2.465, -2.598, 4.790], [2.866, -0.319, 5.490], [1.864, 0.339, 4.134], [1.283, -2.291, -3.047], [1.891, -2.716, -4.346], [1.769, -4.168, -4.369], [1.125, -4.615, -3.255], [0.792, -5.709, -2.960], [0.896, -3.546, -2.432], [0.414, -1.707, -3.202], [1.977, -1.750, -2.370], [2.957, -2.522, -4.431], [1.264, -2.356, -5.149], [-1.752, -1.240, 3.652], [-3.054, -1.786, 4.241], [-3.649, -2.572, 3.137], [-3.183, -2.055, 2.020], [-3.617, -2.305, 0.898], [-2.186, -1.218, 2.202], [-0.950, -1.956, 3.750], [-1.543, -0.241, 3.938], [-3.721, -0.934, 4.477], [-2.930, -2.408, 5.169], [5.028, 3.136, 2.859], [5.132, 3.238, 4.395], [3.682, 3.064, 4.842], [2.872, 2.886, 3.785], [1.678, 2.724, 3.801], [3.605, 2.826, 2.678], [5.629, 2.392, 2.329], [5.180, 4.124, 2.459], [5.453, 4.207, 4.814], [5.614, 2.359, 4.835]], "atomic_forces_ev_per_a": [[0.692, 0.839, -1.280], [-0.677, -0.413, 2.113], [-0.052, -0.124, -1.519], [1.169, 1.673, 0.549], [-0.374, 0.122, 1.144], [-0.139, -0.231, -0.103], [-0.312, -0.217, -0.127], [0.216, -0.710, -0.367], [0.310, -0.333, -0.466], [-0.831, -0.707, -0.026], [-0.177, -0.946, -2.014], [-0.455, -1.233, 0.903], [0.127, -0.067, -0.737], [-0.830, 0.676, -0.951], [-0.134, 0.457, -0.054], [0.571, -0.005, 0.497], [0.171, 1.078, 1.088], [0.346, 0.215, 0.522], [-0.134, -0.081, 0.406], [0.184, -0.039, 0.084], [0.389, 0.083, 1.807], [0.114, 0.136, -0.246], [0.999, -0.257, -0.057], [-0.082, 1.820, -0.453], [0.317, -0.407, -0.622], [-0.334, 0.329, -0.974], [-0.814, -0.426, -0.156], [-0.129, -0.933, -0.033], [-0.366, -0.216, 0.946], [-0.177, -0.150, -0.176], [0.836, 0.965, -1.484], [-0.009, -0.097, 1.153], [-0.311, 0.115, -0.290], [0.267, 0.022, 0.856], [0.271, -0.497, 0.100], [-0.153, -0.286, 0.504], [-0.059, 0.005, 0.265], [-0.141, 0.205, 0.089], [-0.150, 0.228, -0.530], [-0.447, -0.731, -0.656], [-0.022, 0.924, 1.784], [-0.346, -1.505, 2.090], [0.383, 1.393, -0.564], [0.004, -0.114, -0.105], [0.532, 0.115, 0.059], [-0.788, -0.106, -1.911], [0.118, -0.879, -0.372], [0.474, 0.043, -0.322], [-0.068, 0.178, -0.316], [-0.254, -0.071, -0.308], [-1.542, -0.179, 0.095], [0.745, 0.487, -0.907], [0.148, 0.599, 0.589], [-0.254, -0.931, -0.224], [-0.628, -0.133, 0.533], [0.876, 0.359, -0.138], [0.301, 0.204, -0.405], [0.237, 0.053, -0.007], [-0.163, -0.089, 0.302], [0.328, -0.142, 0.079], [0.586, 0.905, 0.290], [1.733, -1.002, -0.725], [1.865, -0.619, -0.202], [-1.391, 0.093, -0.464], [-0.525, 0.205, 0.332], [0.311, -0.962, -0.336], [0.310, 1.235, -0.480], [-0.940, -0.264, 0.500], [-0.226, 0.778, 0.951], [-1.648, -0.233, 0.141], [-0.859, 0.398, -0.105], [-0.177, 0.870, -2.838], [-0.399, 1.112, 1.001], [-1.590, -1.247, 0.107], [1.329, 1.180, 0.283], [0.974, -0.208, -1.129], [-0.079, -0.428, 0.605], [0.270, 0.323, -0.058], [0.030, -0.126, 1.642], [0.339, -1.782, 0.645], [-1.192, 0.134, -1.985], [1.053, -1.338, -1.011], [-1.219, 1.421, 0.639], [0.253, 0.798, 0.844], [0.270, -0.249, -0.576], [-0.042, -1.270, -0.642], [0.768, 0.490, 1.177], [-0.195, -0.009, 0.940], [0.014, 0.550, 0.797], [0.451, -0.248, 0.053], [0.949, -0.846, 1.422], [0.289, -1.242, -0.486], [-0.562, -0.754, 0.726], [0.358, 2.740, -0.421], [0.112, -1.008, -0.162], [0.019, 0.041, 0.022], [-0.880, 0.550, 0.048], [-0.438, -0.472, -0.428], [-0.318, 0.309, -0.276], [0.455, 0.180, -0.461], [-1.810, -1.458, -1.542], [-0.241, 0.125, 0.904], [0.304, 0.381, 1.604], [-0.740, -0.461, -2.573], [0.438, 0.220, 1.646], [1.449, 0.683, 1.381], [0.449, -0.020, -0.211], [0.230, 0.789, 0.288], [0.177, -0.540, -0.203], [-0.146, 0.360, -1.219], [-1.357, 0.493, 0.885], [-1.866, -1.111, 0.618], [0.990, 0.568, -0.207], [0.446, -0.320, 0.360], [0.812, 0.189, 0.171], [0.791, 0.013, -1.531], [-0.186, -0.032, 0.475], [0.181, 0.192, -0.471], [0.006, -0.636, -0.413], [0.243, 0.494, 0.004]]}